This record from the OMol25 dataset describes 2 unconnected molecules or ions with the total composition C5H11NO. The level of theory is wB97M-V/def2-TZVPD.

```
18
Properties=species:S:1:pos:R:3:forces:R:3
H -0.50398 1.77271 1.85171 -0.007 0.196 -0.377
N -0.07676 0.90238 1.54656 0.917 0.370 -0.068
C 0.75488 1.00362 0.58432 0.170 0.331 1.138
C 1.61223 -0.15276 0.19638 -0.109 -0.249 -0.396
C 1.88986 -0.22609 -1.30333 0.008 -0.056 0.108
H 0.99189 1.95990 0.10894 -0.134 0.043 -0.068
H 2.56326 -0.03268 0.73045 -0.106 0.013 0.025
H 1.15384 -1.07583 0.55913 0.028 0.062 0.058
H 0.96916 -0.37354 -1.86608 0.014 0.007 -0.055
H 2.36247 0.69086 -1.65425 0.029 0.017 -0.066
H 2.55443 -1.06051 -1.52135 0.030 0.026 -0.053
C -2.17286 -0.81478 0.64620 1.619 0.637 1.497
C -2.04251 -0.21445 -0.67541 0.544 2.069 0.196
O -2.88713 0.37857 -1.31196 0.023 -0.702 -0.076
H -1.72983 -1.80755 0.66961 0.114 -0.203 0.016
H -3.19138 -0.85073 1.01763 -0.023 0.187 0.135
H -1.28898 -0.10835 1.32902 -2.657 -2.055 -1.488
H -0.95859 0.00922 -0.90757 -0.460 -0.694 -0.526
```
Forces are in eV/Å.

max |F| = 0.07144 Eh/bohr
total energy = -8898.9798 eV
SMILES string = [H]/N=C/CC.CC=O

Here are the Mulliken charges for atoms 1 to 5, given in e: H 0.2296; N -0.5234; C -0.2624; C -0.1631; C -1.0873